Record 1
Computed, not measured: 2 unconnected molecules or ions with the total composition C3H5NO2, with the ωB97M-V functional and the def2-TZVPD basis.

- Molecular weight: 87.08 g mol⁻¹
- Kohn-Sham gap (alpha / beta): 9.24 / 8.69 eV
- Calculated total energy: -8767.86190 eV
- Relative energy (zero: lowest compared OMol25 entry of this formula, charge and spin): 226.7 kcal/mol

CARTESIAN COORDINATES (ANGSTROEM)
C: 1.15625 -0.09428 0.54967
C: 0.61647 1.07106 -0.28100
C: -0.17924 -0.06266 0.03295
N: -1.06796 -0.96340 -0.66638
O: -1.50748 -0.53229 -1.70715
O: -1.31448 -2.09024 -0.27795
H: 1.99014 -0.70857 0.31397
H: 1.32947 0.07540 1.63563
H: 0.64970 1.99974 0.28663
H: 0.59375 1.24169 -1.29531
H: -2.26662 0.06353 1.40894

---

Record 2
Computed, not measured: a gas-phase ion, CH3IO2P (charge -1), with the ωB97M-V functional and the def2-TZVPD basis.

- Molecular weight: 204.91 g mol⁻¹
- Kohn-Sham gap: 7.98 eV
- Calculated total energy: -22573.84600 eV
- SMILES: C[P@](=O)([O-])I
- Charge: -1
- Relative energy (zero: lowest compared OMol25 entry of this formula, charge and spin): 15.0 kcal/mol

CARTESIAN COORDINATES (ANGSTROEM)
C: 0.96661 0.40567 -0.14029
P: -0.59200 -0.63183 0.08563
O: -0.69039 -1.36103 1.36559
O: -0.92401 -1.46793 -1.27162
I: -2.49399 1.07136 0.21238
H: 1.88135 -0.08391 0.24157
H: 1.18169 0.81177 -1.12430
H: 0.67074 1.25591 0.63105

---

Record 3
Computed, not measured: 3 unconnected molecules or ions with the total composition C8H16O12S2, with the ωB97M-V functional and the def2-TZVPD basis.

- Molecular weight: 368.34 g mol⁻¹
- Kohn-Sham gap: 10.53 eV
- Calculated total energy: -54793.58195 eV
- SMILES: O=S1(=O)OCCO1.O=S1(=O)OCCO1.O=C(O)OCCCO

CARTESIAN COORDINATES (ANGSTROEM)
O: 0.71386 -1.07766 -1.96099
S: 1.78240 -1.49283 -2.79688
O: 2.77282 -0.58658 -3.23809
O: 1.15134 -2.25861 -4.05549
C: 1.68422 -3.58761 -4.15064
C: 1.99316 -3.96766 -2.71764
O: 2.50689 -2.75914 -2.14022
H: 2.58623 -3.55916 -4.76413
H: 0.94894 -4.24227 -4.60877
H: 2.73849 -4.75299 -2.64098
H: 1.09202 -4.26017 -2.17468
O: -0.54476 1.92919 4.74306
S: 0.78270 2.18940 5.16929
O: 1.35149 1.52520 6.28091
O: 0.94897 3.77266 5.34699
C: 2.01670 4.25780 4.52046
C: 2.03740 3.30929 3.33953
O: 1.77223 2.02635 3.92247
H: 2.94669 4.21238 5.09003
H: 1.81370 5.28426 4.23013
H: 2.99639 3.28740 2.83180
H: 1.24730 3.53848 2.62177
O: -5.28953 0.26715 -2.09520
C: -4.18413 -0.16865 -2.35823
O: -3.35141 0.46952 -3.20627
O: -3.69055 -1.31140 -1.84935
C: -2.43174 -1.19795 -1.13793
C: -2.17936 0.13040 -0.47195
C: -1.16930 -0.08572 0.65790
O: -0.43776 1.10524 0.90717
H: -2.72987 -0.15799 -3.57684
H: -1.63477 -1.44558 -1.81628
H: -2.44261 -1.97991 -0.39512
H: -3.07381 0.54314 -0.03346
H: -1.71025 0.81257 -1.15974
H: -1.72931 -0.34138 1.54709
H: -0.49351 -0.89372 0.42638
H: -0.79128 1.46659 1.71388

---

Copy entry 2 word for word.
Computed, not measured: a gas-phase ion, CH3IO2P (charge -1), with the ωB97M-V functional and the def2-TZVPD basis.

- Molecular weight: 204.91 g mol⁻¹
- Kohn-Sham gap: 7.98 eV
- Calculated total energy: -22573.84600 eV
- SMILES: C[P@](=O)([O-])I
- Charge: -1
- Relative energy (zero: lowest compared OMol25 entry of this formula, charge and spin): 15.0 kcal/mol

CARTESIAN COORDINATES (ANGSTROEM)
C: 0.96661 0.40567 -0.14029
P: -0.59200 -0.63183 0.08563
O: -0.69039 -1.36103 1.36559
O: -0.92401 -1.46793 -1.27162
I: -2.49399 1.07136 0.21238
H: 1.88135 -0.08391 0.24157
H: 1.18169 0.81177 -1.12430
H: 0.67074 1.25591 0.63105

---

Look up the calculated total energy of the first one. -8767.86190 eV

---

Among the records above, which one has the lowest calculated total energy? C8H16O12S2